Entry 1:
{"formula": "C7H5BNO3", "method": "ωB97M-V/def2-TZVPD", "symbols": ["B", "C", "C", "C", "C", "C", "C", "C", "N", "O", "O", "O", "H", "H", "H", "H", "H"], "xyz": [[-2.127, 1.111, 0.078], [3.377, 0.217, 0.073], [0.389, -1.929, -0.094], [-0.924, -1.260, 0.016], [1.601, -1.428, -0.018], [-1.159, 0.002, 0.277], [2.002, -0.086, 0.211], [1.252, 1.031, 0.511], [4.493, 0.427, -0.054], [1.210, 2.206, 0.761], [-2.659, 1.345, -1.184], [-2.739, 1.914, 1.112], [0.191, -2.939, -0.559], [-1.722, -1.954, -0.034], [2.376, -2.175, 0.089], [-2.240, 0.849, -1.895], [-3.322, 2.668, 0.709]], "lowdin_charge": [-0.72, -0.26, -0.15, -0.20, -0.14, 0.08, -0.26, -0.12, 0.11, 0.08, 0.09, 0.03, 0.10, 0.06, 0.10, 0.09, 0.12], "charge": -1, "max_force_ev_per_a": 3.64, "total_energy_ev": -15649.333, "gap_ev": [6.598, 6.596], "e_homo_ev": [-3.36, -3.36], "multiplicity": 1}


Entry 2:
{"formula": "C6H17N2", "method": "ωB97M-V/def2-TZVPD", "symbols": ["N", "C", "C", "C", "C", "C", "N", "C", "H", "H", "H", "H", "H", "H", "H", "H", "H", "H", "H", "H", "H", "H", "H", "H", "H"], "xyz": [[0.742, -2.479, -2.334], [-0.326, -0.512, 0.532], [0.451, 0.753, 0.910], [1.852, 0.612, 0.172], [2.905, 1.643, 0.702], [-1.766, -0.563, 1.025], [-2.640, 0.607, 0.649], [-2.785, 0.496, -0.836], [1.488, -3.160, -2.405], [0.790, -1.936, -1.496], [-0.212, -2.963, -2.435], [0.129, -1.443, 0.854], [-0.114, 1.653, 0.514], [0.683, 0.856, 2.004], [1.603, 0.599, -0.936], [2.231, -0.400, 0.350], [2.659, 2.697, 0.551], [3.231, 1.422, 1.730], [3.794, 1.454, 0.104], [-2.333, -1.464, 0.765], [-1.652, -0.631, 2.149], [-2.327, 1.521, 1.019], [-3.712, -0.102, -1.039], [-1.869, -0.120, -1.098], [-2.820, 1.459, -1.449]], "lowdin_charge": [0.01, 0.14, -0.15, -0.24, -0.08, -0.19, -0.08, -0.07, 0.02, -0.06, 0.06, 0.13, 0.14, 0.17, 0.13, 0.10, 0.08, 0.09, 0.07, 0.13, 0.18, 0.12, 0.11, 0.08, 0.12], "charge": 1, "max_force_ev_per_a": 6.29, "total_energy_ev": -9466.783, "gap_ev": 5.528, "e_homo_ev": -13.16, "multiplicity": 1}


Entry 3:
{"formula": "C19H21NO3P", "method": "ωB97M-V/def2-TZVPD", "symbols": ["N", "P", "O", "C", "O", "O", "H", "H", "H", "C", "C", "C", "C", "C", "C", "H", "H", "H", "H", "H", "H", "C", "C", "C", "C", "C", "C", "H", "H", "H", "H", "H", "H", "C", "C", "C", "C", "C", "C", "H", "H", "H", "H", "H", "H"], "xyz": [[0.339, -0.791, -0.951], [-0.913, 0.441, -0.755], [-0.646, 1.640, -1.992], [-2.650, -0.224, -1.113], [-2.965, -0.941, -2.133], [-3.659, 0.132, -0.216], [0.866, -0.563, -1.824], [1.047, -0.615, -0.207], [-0.556, 2.485, -1.504], [0.912, 2.146, 2.157], [-0.470, 2.049, 2.281], [-1.143, 2.835, 3.211], [-0.433, 3.727, 4.011], [0.950, 3.827, 3.884], [1.623, 3.034, 2.960], [1.436, 1.530, 1.433], [-1.023, 1.358, 1.651], [-2.220, 2.754, 3.312], [-0.958, 4.344, 4.734], [1.503, 4.523, 4.507], [2.701, 3.108, 2.864], [4.281, 1.120, 0.065], [5.158, 1.240, -1.008], [6.503, 1.513, -0.781], [6.974, 1.656, 0.521], [6.098, 1.532, 1.595], [4.750, 1.268, 1.367], [3.231, 0.910, -0.113], [4.792, 1.122, -2.023], [7.186, 1.613, -1.619], [8.024, 1.864, 0.698], [6.465, 1.642, 2.610], [4.066, 1.177, 2.204], [-4.592, -4.765, -1.230], [-5.100, -5.775, -2.044], [-5.618, -5.464, -3.297], [-5.619, -4.144, -3.741], [-5.108, -3.136, -2.929], [-4.598, -3.445, -1.672], [-4.191, -5.007, -0.251], [-5.092, -6.805, -1.700], [-6.020, -6.250, -3.928], [-6.019, -3.902, -4.721], [-5.107, -2.108, -3.275], [-4.205, -2.657, -1.039]], "lowdin_charge": [-0.21, 0.90, -0.35, -0.71, -0.16, -0.26, 0.03, -0.01, 0.02, -0.10, -0.11, -0.09, -0.11, -0.12, -0.11, 0.07, 0.02, 0.10, 0.09, 0.09, 0.08, -0.09, -0.09, -0.10, -0.10, -0.10, -0.09, 0.08, 0.10, 0.10, 0.10, 0.10, 0.09, -0.10, -0.12, -0.13, -0.11, -0.08, -0.07, 0.09, 0.09, 0.09, 0.09, 0.10, 0.09], "charge": -1, "max_force_ev_per_a": 6.36, "total_energy_ev": -36965.947, "gap_ev": 6.746, "e_homo_ev": -4.27, "multiplicity": 1}


Entry 4:
{"formula": "C26H25AuP2", "method": "ωB97M-V/def2-TZVPD", "symbols": ["Au", "C", "C", "C", "C", "C", "C", "P", "C", "C", "C", "C", "C", "C", "C", "C", "C", "C", "C", "C", "H", "H", "H", "H", "H", "H", "H", "H", "H", "H", "H", "H", "H", "H", "C", "P", "C", "C", "C", "C", "C", "C", "C", "H", "H", "H", "H", "H", "H", "H", "H", "H", "H", "H"], "xyz": [[-0.597, -1.743, -1.984], [3.065, -0.833, 2.691], [3.178, -1.749, 1.657], [2.679, -1.437, 0.398], [2.066, -0.210, 0.162], [1.944, 0.698, 1.211], [2.438, 0.387, 2.467], [1.618, 0.195, -1.574], [2.767, 1.619, -1.797], [3.954, 1.771, -1.083], [4.831, 2.802, -1.393], [4.545, 3.677, -2.429], [3.381, 3.515, -3.166], [2.505, 2.488, -2.860], [-0.007, 1.027, -1.435], [-0.210, 2.361, -1.095], [-1.498, 2.879, -1.068], [-2.578, 2.075, -1.399], [-2.384, 0.741, -1.734], [-1.103, 0.209, -1.755], [3.458, -1.067, 3.673], [3.659, -2.705, 1.827], [2.780, -2.141, -0.420], [1.468, 1.656, 1.040], [2.337, 1.100, 3.275], [4.192, 1.090, -0.277], [5.744, 2.916, -0.822], [5.232, 4.480, -2.666], [3.161, 4.187, -3.987], [1.598, 2.355, -3.439], [0.631, 3.003, -0.863], [-1.658, 3.916, -0.801], [-3.580, 2.485, -1.399], [-3.236, 0.121, -1.983], [-1.056, -1.845, 2.860], [-1.001, -1.880, 0.999], [-0.721, -3.700, 0.848], [-2.811, -1.751, 0.740], [-3.414, -0.564, 1.157], [-4.780, -0.378, 1.028], [-5.564, -1.372, 0.458], [-4.969, -2.539, 0.005], [-3.599, -2.727, 0.140], [-1.151, -0.817, 3.208], [-0.118, -2.251, 3.241], [-1.893, -2.433, 3.239], [-1.387, -4.264, 1.504], [0.314, -3.879, 1.143], [-0.846, -4.040, -0.183], [-2.795, 0.221, 1.580], [-5.233, 0.544, 1.370], [-6.635, -1.239, 0.370], [-5.573, -3.313, -0.452], [-3.150, -3.643, -0.224]], "lowdin_charge": [0.65, -0.09, -0.09, -0.14, -0.44, -0.10, -0.08, 1.02, -0.38, -0.09, -0.09, -0.10, -0.09, -0.12, -0.45, -0.11, -0.09, -0.09, -0.15, -0.40, 0.10, 0.10, 0.09, 0.10, 0.10, 0.10, 0.10, 0.10, 0.10, 0.11, 0.10, 0.10, 0.10, 0.09, -0.28, 0.87, -0.31, -0.43, -0.13, -0.09, -0.10, -0.09, -0.11, 0.03, 0.03, 0.04, 0.04, 0.03, 0.01, 0.10, 0.10, 0.10, 0.10, 0.09], "max_force_ev_per_a": 0.67, "total_energy_ev": -49636.282, "gap_ev": 7.134, "e_homo_ev": -7.62, "multiplicity": 1}


Entry 5:
{"formula": "C6H10OSi2", "method": "ωB97M-V/def2-TZVPD", "symbols": ["C", "C", "C", "C", "C", "C", "O", "Si", "Si", "H", "H", "H", "H", "H", "H", "H", "H", "H", "H"], "xyz": [[2.503, 1.940, -1.272], [1.986, 1.489, -0.068], [1.688, 1.996, -2.390], [0.666, 1.091, 0.014], [0.367, 1.594, -2.302], [-0.166, 1.117, -1.106], [-2.558, -3.223, 1.442], [-1.756, -2.043, 2.219], [-1.988, 0.638, -0.962], [3.536, 2.251, -1.335], [2.614, 1.447, 0.811], [2.080, 2.357, -3.330], [0.263, 0.752, 0.958], [-0.263, 1.642, -3.181], [-2.850, -3.133, 0.539], [-1.601, -2.623, 3.542], [-0.476, -1.784, 1.564], [-2.547, -0.808, 2.224], [-1.832, -0.832, -1.216]], "lowdin_charge": [-0.09, -0.09, -0.09, -0.14, -0.14, -0.50, -0.29, 0.47, 0.77, 0.10, 0.10, 0.10, 0.08, 0.09, 0.03, -0.07, -0.08, -0.08, -0.17], "max_force_ev_per_a": 0.86, "total_energy_ev": -24185.062, "gap_ev": 7.330, "e_homo_ev": -8.35, "multiplicity": 1}


Entry 6:
{"formula": "C35H32CoN11S2", "method": "ωB97M-V/def2-TZVPD", "symbols": ["Co", "C", "C", "C", "C", "C", "C", "N", "C", "C", "C", "C", "C", "C", "N", "N", "C", "C", "C", "C", "C", "N", "H", "H", "H", "H", "H", "H", "H", "H", "H", "H", "H", "H", "H", "C", "N", "C", "C", "N", "C", "S", "C", "C", "C", "C", "C", "N", "H", "H", "H", "H", "H", "H", "H", "H", "H", "N", "C", "C", "C", "C", "C", "N", "H", "H", "H", "H", "H", "H", "S", "C", "N", "C", "C", "C", "N", "H", "H", "H", "H"], "xyz": [[-0.421, -0.174, 0.554], [-0.347, -5.049, -2.197], [-0.888, -5.152, -0.921], [-0.669, -4.155, 0.015], [0.111, -3.040, -0.300], [0.654, -2.946, -1.576], [0.422, -3.940, -2.517], [0.278, -1.995, 0.643], [0.674, -2.285, 1.883], [1.345, -3.477, 2.303], [1.759, -3.604, 3.592], [1.537, -2.596, 4.580], [0.903, -1.449, 4.232], [0.466, -1.285, 2.893], [-0.172, -0.197, 2.415], [-0.383, 0.852, 3.115], [-1.082, 1.786, 2.358], [-1.548, 2.957, 2.945], [-2.316, 3.814, 2.185], [-2.629, 3.473, 0.874], [-2.111, 2.303, 0.357], [-1.318, 1.498, 1.064], [-0.519, -5.826, -2.929], [-1.488, -6.013, -0.653], [-1.120, -4.224, 0.997], [1.289, -2.106, -1.814], [0.860, -3.852, -3.503], [1.548, -4.254, 1.580], [2.287, -4.505, 3.882], [1.882, -2.756, 5.592], [0.716, -0.652, 4.939], [-1.318, 3.150, 3.983], [-2.697, 4.730, 2.618], [-3.267, 4.098, 0.266], [-2.349, 1.965, -0.643], [-2.188, 1.639, -3.822], [-1.173, 2.403, -3.112], [-0.937, 3.748, -3.323], [0.057, 4.106, -2.493], [0.425, 2.975, -1.785], [-0.335, 1.920, -2.166], [-0.249, 0.258, -1.744], [1.470, 3.040, -0.792], [2.782, 2.936, -1.210], [3.772, 3.156, -0.263], [3.395, 3.465, 1.031], [2.041, 3.526, 1.335], [1.082, 3.327, 0.435], [-2.097, 1.828, -4.890], [-3.176, 1.940, -3.475], [-2.041, 0.586, -3.608], [-1.498, 4.319, -4.041], [0.537, 5.053, -2.322], [3.012, 2.700, -2.240], [4.817, 3.088, -0.536], [4.132, 3.649, 1.800], [1.710, 3.752, 2.342], [3.073, -0.476, -1.322], [3.420, -0.289, -0.011], [4.678, -0.704, 0.457], [4.981, -0.530, 1.787], [4.040, 0.060, 2.629], [2.839, 0.442, 2.072], [2.513, 0.282, 0.784], [3.792, -0.666, -1.995], [2.215, -0.052, -1.640], [5.382, -1.167, -0.224], [5.941, -0.851, 2.170], [4.233, 0.214, 3.681], [2.090, 0.925, 2.693], [-2.734, -1.365, 0.380], [-3.886, -1.223, -0.808], [-4.768, -2.278, -0.949], [-5.745, -2.325, -1.871], [-5.901, -1.276, -2.720], [-5.001, -0.208, -2.543], [-4.046, -0.162, -1.648], [-4.622, -3.051, -0.315], [-6.361, -3.213, -1.877], [-6.667, -1.262, -3.477], [-5.093, 0.664, -3.186]], "mulliken_spin": [1.13, 0.00, 0.00, 0.00, 0.01, -0.01, 0.00, -0.09, 0.02, 0.00, 0.00, 0.00, 0.00, -0.01, -0.03, 0.01, 0.00, 0.00, 0.00, 0.00, 0.00, -0.06, 0.00, 0.00, 0.00, 0.00, 0.00, 0.00, 0.00, 0.00, 0.00, 0.00, 0.00, 0.00, 0.00, 0.00, 0.00, 0.00, 0.00, 0.00, 0.00, -0.02, 0.00, 0.00, 0.00, 0.00, 0.00, 0.00, 0.00, 0.00, 0.00, 0.00, 0.00, 0.00, 0.00, 0.00, 0.00, 0.00, 0.01, 0.00, 0.00, 0.00, 0.00, 0.01, 0.00, 0.00, 0.00, 0.00, 0.00, 0.00, 0.04, 0.01, 0.00, 0.00, 0.00, 0.00, 0.00, 0.00, 0.00, 0.00, 0.00], "charge": 1, "max_force_ev_per_a": 0.77, "total_energy_ev": -112499.524, "gap_ev": [5.891, 5.911], "e_homo_ev": [-9.07, -9.06], "multiplicity": 2, "s_squared": 0.76}


Entry 7:
{"formula": "C13H14I2MnN2O2", "method": "ωB97M-V/def2-TZVPD", "symbols": ["Mn", "O", "C", "C", "C", "C", "N", "C", "C", "C", "C", "C", "C", "O", "C", "C", "N", "H", "H", "H", "H", "H", "H", "H", "H", "H", "H", "H", "H", "I", "C", "I", "H", "H"], "xyz": [[0.362, 0.424, -2.781], [-3.254, 0.606, 3.419], [-3.775, 1.113, 2.235], [-2.813, 0.959, 1.099], [-3.150, 1.420, -0.172], [-2.243, 1.263, -1.201], [-1.048, 0.691, -1.048], [-0.699, 0.236, 0.178], [-1.564, 0.359, 1.261], [0.646, -0.381, 0.247], [1.209, -0.912, 1.404], [2.491, -1.461, 1.375], [3.131, -2.044, 2.612], [2.328, -1.923, 3.740], [3.172, -1.471, 0.161], [2.549, -0.933, -0.949], [1.326, -0.400, -0.922], [-3.896, 0.699, 4.136], [-4.024, 2.184, 2.337], [-4.719, 0.610, 1.965], [-4.099, 1.893, -0.365], [-2.495, 1.620, -2.194], [-1.304, -0.001, 2.242], [0.672, -0.922, 2.339], [4.131, -1.612, 2.742], [3.272, -3.121, 2.427], [2.617, -1.205, 4.315], [4.164, -1.888, 0.079], [3.067, -0.937, -1.903], [2.249, 0.114, -4.692], [0.824, 1.073, -6.012], [-0.938, 1.580, -4.857], [0.547, 0.382, -6.807], [1.264, 1.985, -6.413]], "mulliken_spin": [4.89, 0.00, 0.00, 0.00, 0.00, -0.02, 0.05, 0.02, -0.01, 0.01, -0.01, 0.00, 0.00, 0.00, 0.00, -0.02, 0.05, 0.00, 0.00, 0.00, 0.00, -0.01, 0.00, 0.00, 0.00, 0.00, 0.00, 0.00, -0.01, 0.03, 0.01, 0.03, 0.00, 0.00], "charge": 2, "max_force_ev_per_a": 2.63, "total_energy_ev": -68290.552, "gap_ev": [7.515, 7.442], "e_homo_ev": [-15.24, -15.24], "multiplicity": 6, "s_squared": 8.75}


Entry 8:
{"formula": "C5H11N2O", "method": "ωB97M-V/def2-TZVPD", "symbols": ["C", "C", "C", "C", "C", "N", "N", "O", "H", "H", "H", "H", "H", "H", "H", "H", "H", "H", "H"], "xyz": [[2.604, -0.160, 0.078], [0.359, -0.195, 0.063], [3.263, 1.074, -0.323], [-1.112, -2.179, -0.210], [-1.857, 0.846, 0.014], [0.129, -1.453, -0.181], [-0.380, 0.926, 0.162], [2.772, -1.300, 0.246], [3.149, 1.842, 0.572], [2.765, 1.386, -1.318], [4.348, 0.825, -0.433], [-1.613, -1.868, -1.171], [-0.926, -3.211, -0.233], [-1.760, -1.807, 0.639], [-2.055, -0.107, -0.380], [-2.340, 1.555, -0.589], [-2.211, 0.966, 1.069], [0.958, -1.939, -0.148], [0.129, 1.792, -0.033]], "lowdin_charge": [-0.19, -0.10, -0.01, -0.03, -0.02, 0.01, 0.01, 0.17, 0.16, 0.14, 0.12, 0.11, 0.08, 0.12, 0.03, 0.08, 0.12, 0.08, 0.14], "charge": 1, "max_force_ev_per_a": 4.03, "total_energy_ev": -10381.943, "gap_ev": 10.097, "e_homo_ev": -13.62, "multiplicity": 1}